1.
A 6-piece molecular cluster, CH14O5S overall at a distorted geometry, computed with the ωB97M-V functional and the def2-TZVPD basis.

Each line ends with the natural charge from an NBO analysis.
Element x y z (Å)
S -0.02065 -1.46596 2.03773  -0.0173
O -0.82660 2.38954 2.40646  -0.9259
O -5.10951 2.04601 -0.09399  -0.9352
O 4.20199 0.17621 -1.14879  -0.9326
O 3.16422 -1.08039 -3.87547  -0.9203
O -0.49230 0.69230 -1.21913  -0.9318
C -0.82744 -2.08990 0.59714  -0.8042
H -4.79477 2.97348 0.17881  0.4668
H -5.10676 1.66092 0.91927  0.4685
H -0.66185 0.01546 -1.94319  0.4660
H -0.86680 -1.22318 -0.33796  0.2322
H 2.25810 -1.24553 -3.49950  0.4573
H -1.30856 1.27706 -1.41208  0.4789
H -0.37540 -0.07388 2.05256  0.1245
H -0.39013 1.84416 1.82278  0.4625
H 4.33369 -0.13029 -0.24236  0.4627
H -0.22810 -2.90127 0.04787  0.2350
H 4.10283 -0.64315 -1.56604  0.4685
H -0.31849 3.12896 2.52058  0.4656
H 3.01288 -0.16139 -3.86953  0.4642
H -1.86401 -2.31596 0.58974  0.2144

Atoms 1-6, force components in eV/Å:
S -0.1 1.6 0.7
O -3.6 -1.1 1.6
O 0.9 0.8 5.0
O 0.3 1.3 1.5
O -2.0 -1.5 1.0
O -2.6 0.3 -2.2

Properties
SMILES string	CS.O.O.O.O.O
energy above the lowest of the compared OMol25 structures with the same formula, charge and spin	2.764	eV
F_max	5.82	eV Å⁻¹



2.
C37H45N5O4PRuS2 as an isolated structure at a distorted geometry, computed with the ωB97M-V functional and the def2-TZVPD basis.

Each line ends with the Mulliken charge.
Element x y z (Å)
Ru 0.01138 -0.42676 -0.71842  1.2066
S -1.00298 -1.64367 -2.35683  -0.4729
S 1.99692 -1.08562 -1.85050  -0.3195
P -0.76201 -1.95882 0.95468  2.3181
O 3.54188 -0.97355 2.49190  -0.4745
O -1.18061 3.57949 -2.14136  -0.6984
O -2.08403 -0.25218 -0.36801  0.3463
O -0.42893 1.48726 -1.98908  -0.6555
N -0.59767 1.45984 0.64532  0.6473
N -0.52868 6.16803 -2.81549  -0.4670
N 2.00214 -0.26395 1.00060  0.6793
N 0.71010 5.45125 -0.99809  0.0232
N 1.21459 4.68026 -3.11647  -0.4094
C 2.76295 2.29897 -0.90455  -2.0164
C -3.73526 -0.53129 3.36962  -0.8814
C 2.74633 2.48217 1.61175  -1.6081
C -4.80093 -1.87054 1.68571  -0.9987
C -0.56039 2.77420 0.01404  1.1310
C 0.17549 -2.14442 -3.55271  0.4818
C -1.51049 -5.98626 0.28844  -0.9447
C -0.75798 2.59085 -1.50084  -0.2465
C -1.50346 3.77170 0.69291  -1.3192
C -2.49537 -0.83946 2.82139  -0.7603
C 2.25430 -0.92121 2.05722  -0.0061
C -0.74737 -3.69304 0.33427  1.1302
C 0.72080 -3.22989 -5.63755  -0.5617
C 1.88516 -2.00165 4.21750  -0.9708
C 3.36901 1.79524 0.39573  0.6201
C 2.46959 -2.33456 -4.25082  -0.9080
C -4.88993 -1.05370 2.80806  -0.7393
C -0.48479 -3.14106 3.44629  -0.4155
C -2.40112 -1.66396 1.70543  0.7921
C -1.64528 -4.67840 0.73687  -0.2416
C -0.22978 5.92235 0.03741  -1.1669
C 3.31602 0.27220 0.52467  -0.5429
C 0.44509 -5.35264 -0.94977  -0.7633
C 0.30332 -4.04511 -0.50996  -0.8749
C 4.32690 -0.22950 1.55747  -0.7439
C -3.56669 -2.16484 1.13081  -0.4490
C 0.15923 -2.28703 2.54247  0.4661
C -1.56684 5.19300 0.13566  -0.4882
C -0.46588 -6.32522 -0.55915  -0.6344
C 0.38899 5.34152 -2.28545  0.4265
C -3.10299 0.08004 -1.28939  -1.6005
C 1.21159 -2.81979 5.09878  -0.8508
C 1.51589 -1.90433 -3.32803  0.3058
C 0.02279 -3.41425 4.69938  -0.9464
C 1.37574 -1.73142 2.93743  0.5148
C -0.22331 -2.80749 -4.71514  -0.8109
C 2.07511 -2.99592 -5.40391  -0.6189
H 4.43853 2.03331 0.36470  0.5206
H 0.46288 3.14652 0.13535  -0.9603
H -0.51075 -4.08429 5.36144  0.4616
H 1.73222 1.96935 -1.03472  0.3916
H 1.67178 2.28933 1.63990  0.1231
H -3.79401 0.11086 4.23933  0.4567
H -2.22397 -6.73726 0.60405  0.4261
H -5.85657 -0.82523 3.23886  0.4104
H 1.44005 4.82694 -0.68919  0.1657
H -3.89004 0.62654 -0.75454  0.2678
H 1.26246 -5.60133 -1.61490  0.4679
H -1.59778 -0.44357 3.28329  0.4221
H 4.82619 0.57532 2.09788  0.3613
H -2.17659 5.79482 0.81615  0.4875
H -0.38231 1.50711 1.63707  0.2580
H -1.19166 3.83357 1.74332  0.3831
H 5.07863 -0.89398 1.13447  0.3070
H -3.50903 -2.75831 0.22671  0.6202
H -5.69935 -2.26750 1.23008  0.4445
H 2.82431 -1.56041 4.51194  0.5366
H 3.53011 -0.16927 -0.44314  0.6241
H 2.81901 -3.33226 -6.11531  0.3599
H 3.16590 2.12507 2.55465  0.4553
H -1.41867 -3.60359 3.15754  0.2049
H 2.80711 3.39701 -0.90233  0.8013
H -2.46858 -4.43995 1.39931  0.3287
H 0.30784 5.83343 0.98218  0.4612
H 1.62005 -3.00507 6.08367  0.3884
H -1.52693 1.01881 0.52225  0.0816
H -2.74910 0.70746 -2.11045  0.4223
H 0.40321 -3.74291 -6.53691  0.3611
H -2.06745 5.17154 -0.82890  0.3162
H -1.27885 -2.98545 -4.88684  0.4688
H -0.39172 6.99258 -0.11398  0.3220
H -2.51147 3.34796 0.69059  0.3712
H -1.23558 6.48985 -2.17397  0.2764
H 0.81100 4.45593 -4.01483  0.3102
H -0.93105 5.84283 -3.68288  0.3013
H 3.31461 1.93222 -1.77317  0.3415
H -0.36539 -7.34244 -0.91677  0.3865
H 1.66172 3.86678 -2.71256  0.1498
H -3.56573 -0.80470 -1.73458  0.2623
H 3.51870 -2.14581 -4.05347  0.4475
H 2.90657 3.56328 1.57480  0.4677
H 1.01114 -3.29192 -0.83640  0.0558

Atoms 1-6, force components in eV/Å:
Ru -2.5 -0.3 0.5
S 0.0 -0.3 -0.3
S 0.4 0.0 -0.1
P 1.4 -0.7 -0.8
O 0.0 0.0 -0.1
O -0.1 0.0 -0.2

Properties
multiplicity	2
energy above the lowest of the compared OMol25 structures with the same formula, charge and spin	3.610	eV
F_max	2.54	eV Å⁻¹
expectation value of S²	0.76



3.
A 16-piece molecular cluster, C63H163N5O21 overall at a distorted geometry, computed with the ωB97M-V functional and the def2-TZVPD basis.

Each line ends with the Mulliken charge.
Element x y z (Å)
O 2.33255 -0.68658 -8.67120  -0.3309
O 2.51399 4.73527 -0.10777  -0.6157
O -3.08197 -1.67699 -5.80049  -0.6182
O 3.38143 -4.95606 -2.06405  -0.6192
O -5.03266 4.01864 6.43880  -0.5782
O -5.18139 -3.07477 1.82755  -0.5455
O 3.79761 3.98142 -2.88435  -0.5274
O 3.03789 1.37610 13.26351  -0.3237
O -6.15350 -4.38715 -3.61931  -0.3611
O 0.71900 3.14739 -6.60382  -0.5071
O 5.19795 -0.44800 -3.68792  0.3287
O 8.91889 2.11881 -6.75967  -0.2589
O -4.34412 5.47644 4.21378  -0.4190
O 3.97924 -0.85752 3.17641  -0.6181
O -2.19414 -2.93785 7.03404  -0.6605
O 2.15296 -0.47906 7.37608  -0.3816
O -0.64877 0.67513 3.66269  0.5241
O -2.20160 -3.92071 -0.82179  0.8403
O 0.34919 0.20435 -1.22199  0.8080
O -2.78120 2.46477 -0.16589  -0.5110
O -1.60146 -4.03956 -5.08505  -0.3552
N -5.01997 -4.35432 -0.83638  0.6887
N 3.13551 1.16490 -6.65149  0.0175
N 3.01737 2.25236 9.64592  -0.2977
N 6.44203 0.32595 -6.25218  -0.3704
N -1.49078 0.04965 0.97397  1.5067
C 1.98713 -2.13519 2.76598  -0.7370
C -4.12515 -5.43085 -0.47471  -1.4015
C 2.82519 -0.22911 -6.34617  0.0836
C 3.34415 1.15000 11.87394  -0.5786
C 10.31491 2.21126 -7.04232  -0.8234
C -1.40349 -1.03142 -0.06112  -1.1657
C -6.29121 -1.20990 3.06349  -1.3975
C -1.70380 -4.04376 4.98060  -1.4557
C -5.83080 -1.20305 0.52894  -0.6062
C -3.05149 3.43442 0.79466  1.5252
C -5.54828 2.75968 6.15411  0.2369
C 6.55396 -0.55863 -4.00841  -1.1853
C 7.14048 0.54644 -4.98075  -0.2934
C 4.70606 2.10884 -1.99409  -0.2414
C -0.26953 -3.84883 -5.41267  -0.1634
C 1.85154 -3.33515 -1.33195  1.2864
C -2.78602 -4.90025 0.02491  -0.5313
C 0.21018 -2.56027 -4.87290  0.7389
C -5.63517 -4.69425 -4.94539  -0.8278
C 2.07234 -4.81624 -1.65993  0.2988
C 3.75921 0.56157 14.18185  -0.7106
C -3.47191 -0.90267 -4.71214  0.1623
C 4.96715 3.34901 -2.79238  0.7512
C -3.73906 -1.75613 -3.48949  0.0912
C -0.37069 1.80625 4.48287  -0.7980
C 2.62584 -1.48414 -9.84692  -0.7840
C 1.26514 2.40843 -5.45730  0.5628
C 1.87678 -5.70185 -0.52548  -1.3729
C -3.17015 4.89719 0.23143  -1.3327
C 2.34639 0.14716 1.77832  -0.6290
C -6.33604 -4.83475 -1.30590  -1.0971
C -0.20626 -3.96603 -6.96748  -1.6368
C 0.37311 4.12120 -1.22954  -1.0875
C 3.01224 -1.13621 2.19169  0.6466
C 6.01429 4.28634 -2.11088  -1.6479
C -0.87792 -0.43581 -1.36772  0.9046
C 1.55217 3.69827 -0.25445  2.2742
C -2.24560 -2.77446 5.64069  1.9691
C -3.69539 -2.57129 5.21401  -0.7559
C 2.43331 1.96817 10.93533  -0.4045
C 6.66808 1.33922 -7.26190  -0.3095
C 1.91426 0.40736 8.38746  0.0291
C -4.21094 2.93294 1.60173  0.0313
C 3.11925 -1.16108 -7.55094  -1.1377
C -6.22215 -2.05800 1.76141  0.6070
C -2.09642 -0.50842 2.18938  0.0061
C -3.17202 6.27004 4.16482  0.2734
C -1.98410 5.24757 4.23532  -0.8834
C -4.39675 1.81430 5.75948  -0.2863
C 4.83773 -1.36592 -2.67066  -0.8143
C 0.98796 3.33885 1.16302  -0.8185
C 8.14517 1.35158 -7.71152  -0.9304
C -0.70129 3.29560 -6.54018  -0.0641
C -6.46456 2.89776 4.95296  -0.9853
C 0.90167 0.76218 -2.39863  0.1548
C -2.45172 0.20633 -4.36034  -0.8435
C -6.21429 -5.47946 -2.76049  -0.5520
C 3.20838 1.14117 8.77293  -1.1188
C 2.79754 2.10221 -5.57805  -0.0087
C -2.04796 0.62850 3.31320  0.3376
C -1.76553 -4.48511 -1.99383  -0.4455
C 1.07120 -0.98915 6.63894  -0.3892
C -3.04595 7.27231 5.33936  -1.5357
H 8.20883 0.36125 -5.09226  0.4257
H -3.07753 -1.18065 -6.62222  0.3662
H -1.01550 5.62903 3.91222  0.5492
H -0.69463 -1.76687 0.31931  0.0318
H -0.88775 1.63948 5.42782  0.2738
H 4.53734 2.32850 -0.93986  0.5136
H 1.50678 -1.81443 3.69037  -0.1570
H -6.07245 2.35791 7.02125  0.4257
H 4.67249 -2.35105 -3.10692  0.4640
H 3.33727 3.02763 -5.77901  0.4483
H 4.32016 1.62340 11.76720  0.3093
H 3.07240 0.80189 1.29631  0.4376
H -0.64801 -4.91991 -7.25569  0.4251
H 1.48971 -0.09953 1.15114  -0.2963
H -0.09381 5.06880 -0.96095  0.5006
H -4.55263 -4.00471 -1.66067  -0.5302
H -5.31154 -6.08825 -2.81068  0.3454
H 7.18625 -0.52953 -3.12102  0.5114
H 3.49286 -0.48502 14.03415  0.3037
H -0.63542 -4.05106 5.19646  0.3334
H -2.17804 4.39409 3.58565  -0.3278
H -0.32556 3.28623 -1.28242  0.1522
H 7.00395 1.54166 -4.55769  0.1321
H -4.91532 -0.63146 0.68154  -0.2004
H 4.83635 0.72825 14.19017  0.2748
H 3.47836 0.16105 11.43567  0.3284
H -6.58812 -0.44320 0.33613  0.5544
H -4.61793 -5.08361 -4.98666  0.2817
H 4.42097 -0.03939 2.93739  0.3790
H -0.53939 0.32765 1.16805  -0.8419
H 6.73658 -1.56291 -4.39074  0.4457
H -6.75443 -5.60098 -0.65326  0.5264
H 2.07083 5.56715 0.07436  0.3985
H -0.63742 2.80257 4.13031  -0.2093
H 3.87635 1.51837 -2.38271  -0.7630
H -2.75532 0.42320 4.11669  0.2310
H 1.14465 -2.02541 6.30897  0.2402
H -3.85311 7.99893 5.24653  0.4202
H -2.33620 -1.56851 -0.23336  -0.0072
H -3.11906 -0.87975 2.12291  -0.6416
H 3.94756 -4.77711 -1.30968  0.4399
H -2.15170 7.89341 5.28793  0.3972
H 1.21566 -2.25233 -5.15977  0.2704
H -6.61822 -1.87735 3.86079  0.3941
H 2.08285 -6.74883 -0.74792  0.3757
H 0.41086 -4.61278 -5.03643  0.2539
H -5.10959 6.03757 4.06957  0.1763
H 3.31537 1.72785 -4.69499  -0.8523
H -2.46662 0.91482 -5.18854  0.3487
H -4.59265 -6.08540 0.26090  0.6401
H -4.30062 -2.61222 -3.86345  -0.5955
H -0.84055 -3.18320 -7.38336  0.2949
H -2.24040 -4.88629 5.41686  0.4461
H -4.72621 0.77530 5.76553  0.2573
H 3.25646 0.86538 15.10003  0.2609
H -2.44632 -5.07084 -2.61153  0.2654
H 3.94342 -0.96692 -2.19201  -0.2464
H 1.92464 1.03170 -2.13593  -0.5575
H -2.06883 -3.31819 -5.51260  0.2782
H 5.44694 0.41140 -6.10186  -0.0274
H 0.72463 1.49209 -5.22007  -0.2527
H 2.01992 -1.15721 -10.69195  0.2886
H 1.53592 1.34997 10.91054  0.2073
H -3.09591 6.72693 6.28178  0.3065
H -1.08816 3.38175 -7.55557  0.3185
H 0.85631 -5.66302 -0.14438  0.1791
H 1.39044 -5.12596 -2.45188  -0.0141
H 0.11616 -0.97467 7.16411  0.4939
H -2.18891 3.48195 1.45934  -0.4166
H -5.93698 3.21242 4.05254  0.0267
H 0.82123 -3.86071 -7.31574  0.4256
H 6.86373 3.69343 -1.77177  0.4061
H 1.15791 3.08526 -4.60965  0.3239
H 3.40367 -0.58790 -5.49485  -0.1109
H -0.98585 -5.20904 -1.75693  0.2913
H -1.57802 0.34329 -1.66932  -0.2899
H -1.51297 -1.39878 2.42380  0.5248
H 2.06371 2.89761 11.36849  0.4582
H 1.81948 3.05259 1.80701  0.3867
H 0.40002 1.65313 -2.77634  0.3531
H -2.80795 -2.40842 7.54837  0.3746
H -1.42651 -0.10984 -4.16777  -0.0214
H 0.12088 -2.38268 -3.80117  -0.6620
H 10.57307 2.95634 -7.79485  0.3014
H -7.13934 -0.53767 2.93356  0.5643
H -7.18395 -2.51101 1.52092  0.4536
H -0.97948 4.18053 -5.96781  0.2718
H -2.39759 1.74292 0.33748  -0.0528
H 8.54379 0.33734 -7.73430  0.3868
H 2.56931 -3.05990 -0.55919  0.2064
H -1.76126 4.88154 5.23755  0.4914
H -6.28397 -5.46310 -5.36495  0.4044
H 3.66401 1.62664 7.90990  0.3820
H 5.49315 -1.33603 -1.80025  0.4990
H -1.61491 -1.92178 5.38916  -0.7251
H -4.32338 3.58328 2.46921  -0.4925
H 5.60530 1.49600 -2.05657  0.3713
H 3.68143 -1.45737 -10.11729  0.3069
H 1.75857 -0.35043 -6.15721  0.4092
H -2.27046 1.59573 2.86259  -0.9304
H 1.98280 -2.71913 -2.22154  -0.4821
H 0.89627 -0.48022 5.69105  -0.1628
H -1.34203 -3.72402 -2.64918  -0.4683
H -5.19299 -3.53034 0.98261  0.3029
H -3.78404 -2.18554 4.19841  -0.1545
H -4.12471 5.01044 -0.28247  0.4272
H -4.30328 -1.35403 -2.64802  0.8241
H -3.91723 2.11177 4.82692  -0.3049
H 0.69486 1.86640 4.70442  0.4508
H 6.36046 5.06021 -2.79600  0.3804
H 3.51901 -1.50905 1.30160  0.0082
H -1.84676 -4.07676 3.90052  0.1096
H -3.60945 1.81367 6.51332  0.2631
H 2.36985 -2.53841 -9.74158  0.2742
H 2.56835 -5.44766 0.27777  0.3661
H -4.76317 4.50873 5.65855  0.3454
H -5.11051 2.95238 0.98652  0.5921
H -2.98630 -4.53268 1.03133  -0.0508
H -3.28880 6.77974 3.20844  0.3513
H 5.59817 4.77243 -1.22846  0.3448
H 2.46145 -3.06672 3.07480  0.5262
H -4.02495 -6.19091 -1.24954  0.5061
H -6.85527 1.90857 4.71428  0.3231
H 0.53664 4.19875 1.65798  0.3942
H 0.94157 0.07232 -3.24160  0.0937
H -5.58555 -1.74917 -0.38195  -0.0784
H 2.50428 2.94217 9.11582  0.2755
H -5.72669 -3.79185 -5.54987  0.2320
H 1.53368 -0.09258 9.27815  0.2291
H 10.77317 1.28366 -7.38533  0.3250
H 5.20505 3.27682 -3.85365  0.0742
H -2.85030 0.84329 -3.57071  0.2650
H 4.17215 -1.09063 -7.82398  0.4748
H 1.19367 -2.43744 2.08248  0.0425
H 4.05242 0.54535 9.12034  0.3183
H 0.30540 2.49298 1.08112  -0.2873
H -1.18209 2.39592 -6.15611  -0.2562
H 6.05297 1.05218 -8.11474  0.4220
H -7.10189 -6.09254 -2.91671  0.4734
H 6.34220 2.29599 -6.85387  0.2463
H -0.33533 -1.75575 -5.36611  0.1208
H 0.72872 4.16497 -2.25897  0.0772
H -0.92652 -1.27597 -2.06046  -0.5493
H 8.22664 1.79960 -8.70184  0.5105
H 2.87181 -2.19840 -7.32546  0.3597
H -4.10110 1.90549 1.94870  -0.2836
H 0.84787 -3.23995 -0.91761  -0.6804
H 2.52909 1.41341 -7.41999  0.4830
H -4.07105 -1.77962 5.86226  0.1948
H 2.06702 2.83806 -0.68232  -1.2790
H -2.13952 -5.75357 0.22979  0.4415
H 1.93323 0.56989 2.69412  0.2798
H -2.41685 5.16694 -0.50874  0.3150
H 1.26141 1.25852 8.19403  0.2279
H 10.80935 2.50919 -6.11773  0.2450
H -6.99460 -3.97067 -1.39409  0.3112
H -3.16715 5.59208 1.07121  0.0056
H -4.32241 -3.44441 5.39461  0.3695
H 3.60772 4.24205 -1.98013  0.2016
H -7.25308 3.64133 5.06888  0.3669
H -2.76324 -2.12144 -3.16943  -0.5628
H -5.38475 -0.67160 3.34036  0.0100
H -4.44229 -0.47460 -4.96357  0.5014

Atoms 1-6, force components in eV/Å:
O 0.6 -1.3 -0.5
O 0.6 -0.2 -0.4
O 0.6 -1.4 -0.5
O 1.8 -0.4 -1.7
O 0.2 0.7 2.0
O -0.8 0.6 1.5

Properties
energy above the lowest of the compared OMol25 structures with the same formula, charge and spin	0.350	eV
F_max	4.45	eV Å⁻¹